Entry 1:
Here is a cluster of 3 separate species, C6H15NO2 in total from the OMol25 dataset. Energies are from ωB97M-V/def2-TZVPD.

XYZ file:
```
24
Properties=species:S:1:pos:R:3:forces:R:3
C -0.9464 -1.0756 1.2355 -1.175 0.433 0.553
C -1.5323 -0.0142 0.6698 0.236 -0.400 0.206
C -2.7313 -0.1426 -0.2181 0.104 -0.159 0.110
C -1.0568 1.3821 0.9360 -0.003 -0.135 0.222
H -0.2491 -0.9549 2.0501 0.415 0.083 -0.120
H -1.3668 -2.0632 1.1286 0.024 -0.210 -0.248
H -3.6058 0.2425 0.3065 -0.102 0.090 0.008
H -2.9269 -1.1804 -0.4771 -0.024 -0.059 -0.042
H -2.6111 0.4376 -1.1269 -0.017 0.095 -0.189
H -1.7294 1.8662 1.6458 -0.077 0.117 -0.016
H -1.0542 1.9738 0.0243 0.018 0.107 -0.108
H -0.0593 1.3830 1.3697 0.054 0.039 0.007
N 3.6886 0.5328 1.1823 0.216 -0.291 0.112
O 2.3017 0.2940 0.9242 0.017 0.813 0.149
C 2.0149 -0.7701 0.1770 -1.135 -1.306 0.803
O 2.8271 -1.5036 -0.3161 0.071 0.212 -0.309
H 4.1904 -0.2232 0.7092 -0.113 0.174 -0.063
H 3.9147 1.4113 0.7223 -0.209 -0.153 -0.155
H 0.8862 -0.9768 0.2939 1.679 0.488 -0.691
C -0.0075 -0.1195 -2.2485 0.680 0.308 0.310
H -0.7231 0.4227 -2.8526 -0.043 0.259 -0.032
H -0.4859 -0.9927 -1.8308 -0.058 -0.188 0.186
H 0.8303 -0.4321 -2.8607 0.039 -0.134 -0.255
H 0.4319 0.5030 -1.4445 -0.600 -0.182 -0.437
```
Forces are in eV/Å.

Output
HOMO (eV): -9.3
HOMO-LUMO gap (eV): 10.16
Structure (SMILES): C=C(C)C.NOC=O.C
Spin multiplicity: 1
LUMO (eV): 0.8403

=====

Entry 2:
Here is a cluster of 3 separate species, C6H15NO2 in total from the OMol25 dataset. Energies are from ωB97M-V/def2-TZVPD.

XYZ file:
```
24
Properties=species:S:1:pos:R:3:forces:R:3
C -1.9910 0.6921 -1.2805 0.546 -0.300 0.438
C -2.1853 0.0459 -0.1396 -1.183 0.587 1.131
C -1.1936 -0.4884 0.8553 0.835 -0.044 -1.331
C 0.2411 -0.2095 0.4360 0.890 0.175 0.703
C 1.0709 -1.1230 -0.4448 -1.707 -0.904 0.570
C 0.9074 0.7540 1.0909 -0.535 -0.816 0.251
N 2.2727 0.8080 1.2992 0.035 0.759 -0.783
H -2.8290 1.1436 -1.7825 -0.035 0.025 -0.270
H -0.9840 0.8299 -1.6559 -0.046 0.023 -0.224
H -3.1997 0.0997 0.2694 -0.037 -0.401 -0.302
H -1.3742 -0.1393 1.8725 -0.161 0.570 -0.180
H -1.3018 -1.5689 0.9903 -0.098 -0.087 -0.378
H 1.6342 -0.5268 -1.1571 0.560 -0.268 0.136
H 1.6124 -1.8281 0.2028 0.750 0.329 -0.330
H 0.4050 -1.8136 -0.9809 0.279 0.528 -0.108
H 0.3604 1.5659 1.5393 -0.054 0.017 0.587
H 2.9060 0.0751 1.0397 -0.179 -0.083 0.043
H 2.5863 1.5202 1.9213 0.381 0.111 0.119
O -1.1700 -3.1299 -1.0822 1.159 1.052 0.196
H -1.2422 -3.8822 -0.4993 -0.928 -0.403 -0.673
H -1.7473 -2.9714 -1.8296 -0.521 -0.955 0.401
O 1.6676 3.4828 0.1079 -0.061 0.265 0.700
H 1.5312 4.0489 -0.6533 0.175 -0.409 -0.279
H 2.0230 2.6150 -0.1192 -0.065 0.230 -0.418
```
Forces are in eV/Å.

Output
HOMO (eV): -7.2
HOMO-LUMO gap (eV): 7.96
Structure (SMILES): C=CC/C(C)=C/N.O.O
Spin multiplicity: 1
LUMO (eV): 0.7311

=====

Entry 3:
Here is a structure of composition C6H15NO2 from the OMol25 dataset. Energies are from ωB97M-V/def2-TZVPD.

XYZ file:
```
24
Properties=species:S:1:pos:R:3:forces:R:3
C 0.0794 0.7747 -0.1757 3.388 -1.969 -3.571
C 1.3047 -0.2905 -1.4142 -0.504 2.097 1.490
C -0.7934 -0.2983 0.1902 -3.463 2.063 3.520
C -1.8822 0.7736 1.4083 1.475 -2.336 -1.614
C 1.8584 0.6498 -2.4545 0.302 -0.100 0.111
C -0.2832 -1.4656 0.9954 -0.149 0.147 -0.296
N -3.0032 0.0627 1.8953 -0.658 -0.029 0.379
O 0.9953 1.2477 0.7225 0.101 -0.201 0.466
O 2.2761 -0.6978 -0.4440 0.170 -0.059 -0.149
H 1.5968 0.4893 0.9095 -0.324 0.428 -0.157
H 3.1032 -0.1994 -0.5189 -0.355 -0.047 -0.295
H -0.3655 1.5820 -0.7543 0.096 -0.063 0.039
H 0.8906 -1.2015 -1.8541 -0.328 0.202 0.294
H -1.4823 -0.5680 -0.6080 0.087 -0.009 -0.047
H -2.7630 -0.7897 2.3839 -0.027 0.076 -0.079
H -3.7008 -0.1284 1.1880 0.123 -0.056 0.065
H -2.1857 1.6831 0.8951 0.124 -0.072 -0.180
H -1.1786 0.9955 2.2073 0.020 0.062 -0.067
H 2.7991 0.2784 -2.8903 -0.173 -0.049 -0.036
H 2.0770 1.6269 -2.0156 -0.054 0.008 0.017
H 1.1402 0.7863 -3.2630 0.002 0.027 0.012
H 0.3161 -1.1376 1.8436 0.053 0.002 0.034
H -1.1237 -2.0495 1.3762 0.001 0.001 0.009
H 0.3250 -2.1239 0.3773 0.093 -0.123 0.054
```
Forces are in eV/Å.

Output
HOMO (eV): -7.1
HOMO-LUMO gap (eV): 7.92
Spin multiplicity: 1
LUMO (eV): 0.8532

=====

Entry 4:
Here is the ion C6H15NO2PS with charge -1 from the OMol25 dataset. Energies are from ωB97M-V/def2-TZVPD.

XYZ file:
```
26
Properties=species:S:1:pos:R:3:forces:R:3
C 2.1382 2.4268 -0.1823 -0.058 0.352 0.355
S 2.1385 0.7371 0.5558 0.680 0.880 0.198
N 1.9891 -0.2630 -0.7467 -3.492 -0.923 -0.288
C 3.0400 -1.1281 -1.1344 2.599 1.707 -0.421
P 0.4161 -1.3594 -0.4803 2.404 3.956 -0.367
O 0.6142 -2.0813 0.7655 0.141 -1.124 2.106
O 0.2098 -2.0683 -1.7374 -0.492 -0.728 -1.651
C -0.6955 0.1043 -0.2714 -2.437 -2.642 -1.416
C -1.6842 -0.1616 0.9039 -0.029 0.293 -0.031
C -2.5450 -1.3903 0.5600 -1.080 1.726 -2.499
C -2.5047 1.0795 1.1588 -2.256 0.410 1.529
H 1.3648 3.0325 0.3173 0.334 -0.135 0.219
H 1.8095 2.4489 -1.2312 0.522 -0.460 0.177
H 3.1304 2.9012 -0.0243 -0.644 -0.166 -0.386
H 3.6208 -0.7548 -2.0710 -0.812 -0.536 1.314
H 3.7246 -1.1280 -0.2726 0.425 -0.693 -0.503
H 2.6285 -2.0789 -1.3396 -0.080 -1.234 -0.305
H -0.3556 1.1237 -0.3468 0.432 -0.039 0.094
H -1.2706 -0.1810 -1.2232 0.274 1.170 0.924
H -1.0610 -0.4110 1.7746 -0.190 0.141 -0.036
H -3.1457 -1.1357 -0.4112 1.293 -0.361 1.185
H -3.3793 -1.7436 1.1557 0.516 -0.011 1.071
H -1.7941 -2.1007 0.3166 -0.112 -1.494 -0.092
H -3.5150 1.0714 0.5776 2.203 0.703 -0.124
H -3.0218 1.0707 2.1609 0.856 -0.318 -0.274
H -1.8520 1.9895 1.2258 -0.998 -0.474 -0.777
```
Forces are in eV/Å.

Output
HOMO (eV): -4.5
Charge: -1
HOMO-LUMO gap (eV): 7.79
Structure (SMILES): CSN(C)[P@](=O)([O-])CC(C)C
Spin multiplicity: 1
LUMO (eV): 3.3017

=====

Entry 5:
Here is a structure of composition C6H15NO2Rb from the OMol25 dataset. Energies are from ωB97M-V/def2-TZVPD.

XYZ file:
```
25
Properties=species:S:1:pos:R:3:forces:R:3
Rb -2.5040 -0.9415 -0.0366 -0.318 -0.106 0.065
C 0.5733 1.3819 4.4254 0.414 0.862 -0.612
O 1.0855 0.6427 3.3386 0.717 -0.764 0.625
C 0.3101 0.6919 2.1878 0.215 0.141 -0.625
C 1.0969 0.0298 1.0135 -0.720 0.673 1.452
N 0.3036 0.0436 -0.1758 -1.302 -0.257 -0.985
C 0.8360 -0.7855 -1.2530 -0.082 -0.421 -0.108
C 0.0762 -0.6857 -2.5833 0.310 0.978 0.420
O -1.1384 -1.3878 -2.6758 0.348 -0.084 1.471
C -1.9259 -0.9544 -3.7485 -0.125 -0.714 -0.457
H -0.4774 1.1713 4.6251 0.011 -0.250 0.223
H 0.6698 2.4347 4.1603 -0.354 0.404 -0.015
H 1.2281 1.2847 5.2913 -0.227 -0.606 -0.037
H 0.0711 1.7310 1.9614 0.038 0.397 -0.343
H -0.6598 0.2241 2.3569 -0.179 -0.453 -0.105
H 1.2752 -1.0001 1.3225 0.455 0.047 -0.145
H 1.9947 0.6227 0.8386 0.580 -0.397 0.414
H 0.2679 0.9900 -0.5270 -0.162 0.242 -0.009
H 0.8694 -1.8251 -0.9269 0.018 -0.088 0.094
H 1.8636 -0.4642 -1.4234 0.342 -0.209 -0.445
H 0.7442 -0.9442 -3.4049 0.093 -0.214 -0.117
H -0.1640 0.3724 -2.6873 0.084 0.417 -0.289
H -2.8885 -1.4504 -3.6246 -0.006 0.086 -0.226
H -1.4316 -1.3061 -4.6541 -0.259 0.155 -0.446
H -2.0760 0.1240 -3.8003 0.109 0.161 0.201
```
Forces are in eV/Å.

Output
HOMO (spin up / spin down) (eV): -3.1 / -9.8
Expectation value of S²: 0.750
HOMO-LUMO gap (spin up / spin down) (eV): 3.19 / 9.99
Spin multiplicity: 2
LUMO (spin up / spin down) (eV): 0.1413 / 0.1659

=====

Entry 6:
Here is an isolated molecule of C6H15NOSi from the OMol25 dataset. Energies are from ωB97M-V/def2-TZVPD.

XYZ file:
```
24
Properties=species:S:1:pos:R:3:forces:R:3
C 0.4816 -2.0576 0.8610 2.388 1.425 -0.883
N -0.2276 -1.8099 -0.4489 0.700 -1.473 2.720
C -0.3778 -2.9296 -1.3379 0.862 -2.394 -0.148
C -0.6782 -0.6085 -0.7762 2.078 3.452 1.313
O -1.2706 -0.3025 -1.7800 -0.860 -0.349 -0.755
Si 0.0483 1.2621 0.1961 -2.183 -1.403 0.395
C 1.5100 1.4807 1.4603 0.646 2.062 -0.215
C 0.3124 2.1688 -1.4204 0.419 -2.014 0.631
C -1.6001 1.7272 1.0583 -0.818 1.887 -3.830
H 0.6292 -1.1752 1.6169 -1.002 -1.221 -1.857
H 0.0174 -2.8719 1.3952 0.011 -0.345 0.019
H 1.5964 -2.2760 0.5747 -1.966 -0.181 0.664
H -1.0525 -3.8100 -1.0430 0.623 1.547 0.141
H -0.7501 -2.5201 -2.2485 -0.336 0.119 -0.765
H 0.6241 -3.4477 -1.5682 -1.160 0.987 0.445
H 1.3966 1.3593 2.5504 -0.663 -0.243 -0.487
H 2.3360 0.8342 1.1968 0.350 -0.190 -0.241
H 1.9547 2.5800 1.3998 -1.012 -2.077 -0.250
H 0.9140 3.0263 -1.4276 1.139 1.089 0.166
H 0.7633 1.3280 -1.9765 0.085 0.706 -0.334
H -0.5967 2.4078 -1.8988 -1.196 0.050 -0.443
H -1.8609 1.2495 1.9074 -0.014 -1.446 3.379
H -1.5534 2.8198 1.1954 -0.136 -0.233 0.417
H -2.6162 1.5654 0.5136 2.045 0.244 -0.080
```
Forces are in eV/Å.

Output
HOMO (eV): -8.2
HOMO-LUMO gap (eV): 8.97
Structure (SMILES): CN(C)C(=O)[Si](C)(C)C
Spin multiplicity: 1
LUMO (eV): 0.7449

=====

Entry 7:
Here is an isolated molecule of C6H15NS from the OMol25 dataset. Energies are from ωB97M-V/def2-TZVPD.

XYZ file:
```
23
Properties=species:S:1:pos:R:3:forces:R:3
C 1.7358 2.7682 -1.2782 -2.181 -2.007 0.138
C 0.5082 1.6834 -1.4303 0.700 4.271 -2.693
C 0.3891 1.1168 -2.8948 1.310 1.884 0.977
N 0.5138 0.7970 -0.3553 -1.944 0.655 1.431
C -0.7888 0.9611 0.3785 0.598 -1.545 3.102
C -1.3487 -0.5086 0.6634 -0.201 2.260 0.794
C -0.3664 -1.0574 1.8383 -0.804 0.225 -2.602
S -0.2716 -2.9528 1.6105 -2.068 2.241 2.128
H 1.3905 3.7737 -1.1047 -0.230 0.229 0.693
H 2.3824 2.3408 -0.5210 0.238 0.441 0.075
H 2.1815 2.8233 -2.2153 1.401 -0.022 -1.636
H -0.3986 2.3087 -1.3695 0.427 -0.079 0.050
H -0.4710 0.5462 -3.0486 -1.474 -0.976 -0.092
H 1.2411 0.5534 -3.1116 1.422 -1.508 -0.207
H 0.4613 1.8705 -3.7010 -0.440 0.210 0.754
H 0.6660 -0.1191 -0.6919 -0.183 -1.324 -0.011
H -1.4635 1.7127 -0.0754 0.244 -0.896 -0.052
H -0.6064 1.3649 1.4773 -0.058 -0.323 -2.093
H -1.4040 -0.9518 -0.3838 0.211 -0.395 1.828
H -2.3713 -0.4098 1.1407 0.884 -0.332 -0.908
H -0.6095 -0.5369 2.7917 -0.672 -1.412 -0.208
H 0.5494 -0.5313 1.6631 1.163 -0.629 -0.530
H -1.5733 -2.8605 2.2073 1.656 -0.969 -0.939
```
Forces are in eV/Å.

Output
HOMO (eV): -8.7
HOMO-LUMO gap (eV): 9.57
Structure (SMILES): CC(C)NCCCS
Spin multiplicity: 1
LUMO (eV): 0.8626

=====

Entry 8:
Here is an isolated molecule of C6H15NSi from the OMol25 dataset. Energies are from ωB97M-V/def2-TZVPD.

XYZ file:
```
23
Properties=species:S:1:pos:R:3:forces:R:3
C -3.1231 -0.3687 -0.4785 -0.026 2.508 -3.314
N -2.0055 0.5917 -0.4145 1.161 -0.539 1.666
Si -0.7362 0.4194 0.8423 0.737 -0.149 -1.467
C 0.1832 -1.2869 0.8748 1.309 3.136 -1.452
C 1.2362 -1.3251 -0.2719 0.593 2.287 1.983
C 2.3127 -0.2078 -0.2080 -5.075 0.548 1.168
C 1.6073 1.1767 -0.4384 -1.592 -2.338 -2.197
C 0.5985 1.7598 0.5556 0.129 -2.345 -1.044
H -3.7302 -0.2140 0.3374 -1.599 0.834 1.857
H -3.7584 -0.1786 -1.4363 1.105 -0.431 1.653
H -2.8939 -1.3706 -0.3951 0.994 -2.409 -0.390
H -1.4271 0.7014 -1.2185 -0.375 -0.172 -1.425
H -1.3625 0.8040 2.0104 -1.095 0.115 2.165
H -0.4431 -2.0527 0.6154 -1.943 -2.128 0.041
H 0.7500 -1.4715 1.7437 0.143 -0.300 1.509
H 0.7400 -1.1972 -1.1613 -1.316 0.486 -2.443
H 1.5856 -2.2891 -0.3404 1.398 -2.282 0.123
H 2.8062 -0.1445 0.6891 1.291 -0.308 2.498
H 2.9979 -0.2302 -0.9404 2.447 -0.655 -2.758
H 2.4612 1.7809 -0.6374 0.109 1.298 -0.654
H 0.9560 0.8672 -1.3697 1.582 1.393 0.836
H 1.2016 1.9051 1.4121 -0.022 0.790 1.488
H 0.1261 2.6306 0.1383 0.042 0.658 0.157
```
Forces are in eV/Å.

Output
HOMO (eV): -9.0
HOMO-LUMO gap (eV): 10.07
Structure (SMILES): CN[SiH]1CCCCC1
Spin multiplicity: 1
LUMO (eV): 1.0235

=====

Across the entries above, energy above the lowest of the compared OMol25 structures with the same formula, charge and spin takes the values 331.1; 288.5; 379.8; 0.0; 0.0; 215.4; 248.9; 73.0 kJ/mol, respectively.
Across the entries above, F_max takes the values 1.9; 2.0; 5.4; 4.6; 1.8; 4.3; 5.1; 5.2 eV Å⁻¹, respectively.
Across the entries above, DFT total energy takes the values -12047.9797; -12048.4213; -12047.4747; -32176.3654; -12702.4617; -17879.3361; -18788.0098; -15832.0358 eV, respectively.